The following is a DFT calculation (ωB97M-V/def2-TZVPD) of H24O12 as an isolated structure at a distorted geometry.

Each line ends with the Löwdin charge.
Geometry (Å):
O (-1.3622, -1.7457, 1.3361)  -0.1069
H (-2.4255, -0.2134, -0.7752)  0.0007
H (1.1756, 1.9730, 0.5623)  0.0508
H (-0.1213, 2.5473, 0.0163)  0.0451
O (1.2817, 1.8927, 2.7445)  -0.1537
H (-0.6759, 0.7778, -5.1893)  0.0378
H (-0.8760, -1.5009, 2.1316)  0.0661
H (0.8378, 2.7791, -2.0341)  0.0559
O (0.6597, -3.1281, -3.7210)  -0.0466
O (2.6873, -0.3379, 2.9160)  -0.0517
H (0.7733, 4.0840, 2.0168)  0.0419
H (-0.0536, -0.4038, -4.4635)  0.0093
O (-0.4876, -0.1621, -5.2895)  -0.0474
H (0.5844, 1.2358, 2.6383)  0.0570
H (2.0094, 1.4002, 3.1405)  0.0385
O (-2.1734, 0.4121, -1.4638)  -0.0402
H (1.1625, -4.4398, 0.1244)  0.0267
H (1.0146, 3.8525, 3.4994)  0.0697
H (-1.2202, 0.5065, -1.3573)  0.0151
H (0.8114, -2.3087, -4.2052)  0.0146
O (-4.8925, -0.0321, -0.5893)  -0.0483
H (-4.4347, -0.8598, -0.7744)  0.0301
H (-0.0249, -2.8996, -3.0821)  0.0307
H (2.1346, 3.3625, -1.4974)  0.0649
H (-4.8400, 0.0557, 0.3691)  0.0400
O (0.7359, 3.4003, 2.6951)  -0.1218
H (-0.1639, -0.1563, 1.2683)  0.0270
H (2.7657, 0.0423, 3.7982)  0.0424
O (0.2187, 1.9199, 0.6643)  -0.0856
H (-1.8875, -0.9638, 1.1324)  0.0386
H (-0.1170, -0.8853, -0.0645)  0.0565
O (0.1317, -0.9788, 0.8620)  -0.1319
O (1.6025, -5.0498, 0.7271)  -0.0604
H (1.7041, -5.8573, 0.2108)  0.0333
H (1.9663, -0.9724, 2.9974)  0.0438
O (1.4992, 2.6541, -1.3443)  -0.0419

Molar mass (Da): 216.18
Maximum force (hartree/bohr): 0.2761
LUMO (eV): -0.4
Relative energy (zero: lowest compared OMol25 entry of this formula, charge and spin) (kJ/mol): 1278.1
HOMO (eV): -6.972
Gap between HOMO and LUMO (eV): 6.54
Calculated total energy (Ha): -916.8386

The following is a DFT calculation (ωB97M-V/def2-TZVPD) of an isolated ion of composition C5H10NO and charge +1 at a distorted geometry.

Each line ends with the Löwdin charge.
Geometry (Å):
C (-0.9246, -1.9695, -0.5208)  0.3416
N (0.3907, -0.3456, -0.4608)  -0.0788
H (-1.9082, 1.5653, -1.0593)  0.0743
H (0.3422, 1.4921, -0.7630)  0.1528
H (-1.0150, 2.3118, 0.9239)  0.1119
H (-1.5840, -1.7992, 0.3974)  0.1527
H (0.2764, 1.4179, 1.7554)  0.0641
O (-1.4811, 0.7662, -1.1257)  0.0744
H (0.6976, -1.9629, -2.0176)  0.1394
H (-1.3484, 0.6812, 1.7549)  0.1327
C (-0.3339, 0.8213, -0.3447)  -0.4831
H (2.3117, 0.3091, 0.3732)  0.1280
C (-0.5644, 1.2867, 1.1136)  0.0035
C (1.6784, -0.6093, 0.2793)  0.0377
H (2.1198, -1.4556, -0.2992)  0.1076
H (1.3146, -0.9634, 1.2714)  0.1182
C (0.0283, -1.5463, -1.2780)  -0.0770

Molar mass (Da): 100.14
Maximum force (hartree/bohr): 0.1123
LUMO (alpha / beta) (eV): -6.3 / -5.8
Relative energy (zero: lowest compared OMol25 entry of this formula, charge and spin) (kJ/mol): 595.1
HOMO (alpha / beta) (eV): -14.249 / -14.453
Gap between HOMO and LUMO (alpha / beta) (eV): 7.91 / 8.63
Calculated total energy (Ha): -326.0551
Total charge: +1

The following is a DFT calculation (ωB97M-V/def2-TZVPD) of an isolated ion of composition C5H11N2S and charge +1 at a distorted geometry.

Each line ends with the Löwdin charge.
Geometry (Å):
C (-0.3275, -0.9870, -1.3998)  -0.0481
S (1.6253, -1.1254, 0.5045)  0.9394
H (1.8204, 2.5519, -0.1937)  0.1663
H (0.4537, -1.1729, -2.1019)  0.0793
H (-1.8843, 1.0562, 0.0579)  0.0580
C (0.0813, -0.2742, -0.1096)  -0.7525
H (-0.5781, -0.5270, 1.8828)  0.1498
C (2.4850, 0.5007, 0.1870)  -0.3906
H (-1.1911, -1.5961, 0.8660)  0.1395
N (-1.0599, -0.6145, 0.9982)  0.0898
C (1.4490, 1.4762, -0.1591)  -0.1334
H (-2.5762, 0.6323, 1.4768)  0.0753
H (-1.0048, -1.8705, -1.0835)  0.1220
N (0.2496, 1.0744, -0.2485)  0.0627
H (3.2499, 0.5681, 1.0269)  0.1101
C (-2.1712, 0.2941, 0.6377)  0.0309
H (-2.8484, -0.2473, 0.1427)  0.0801
H (-1.0222, -0.1972, -1.8653)  0.1179
H (3.2494, 0.4583, -0.6192)  0.1036

Molar mass (Da): 131.22
Maximum force (hartree/bohr): 0.0863
LUMO (eV): -3.3
Structure (SMILES): C[NH2+][C@@]1(C)N=CCS1
Relative energy (zero: lowest compared OMol25 entry of this formula, charge and spin) (kJ/mol): 249.8
HOMO (eV): -13.178
Gap between HOMO and LUMO (eV): 9.86
Calculated total energy (Ha): -704.4954
Total charge: +1

The following is a DFT calculation (ωB97M-V/def2-TZVPD) of C12H9Cu2F9NO16S2 as an isolated structure at a distorted geometry.

Each line ends with the Löwdin charge.
Geometry (Å):
H (-1.0533, -2.8335, 2.7674)  0.1499
C (1.5116, 4.5019, 2.3527)  -0.5589
H (-5.4495, 2.2365, 0.3016)  0.1416
C (-6.6631, -0.5321, 0.0971)  -0.6733
O (-0.0147, -0.7380, -3.3792)  0.1078
H (1.3126, -1.8694, 2.0876)  0.1702
C (1.3823, -4.7797, 3.3863)  -0.5270
H (-4.0623, -0.3354, 0.9404)  0.1736
H (6.0237, -6.6003, -3.7005)  0.1568
S (1.6319, 5.5283, 0.6762)  0.7455
O (-1.6532, -1.1916, -2.2928)  0.1172
O (-6.2421, 0.4244, -0.6436)  0.1216
F (6.1976, -4.2602, -3.3685)  0.0745
O (1.9261, -5.8480, 3.5914)  0.1584
C (1.0791, -2.5758, 2.8843)  -0.2978
C (-0.6062, -0.6277, -2.3383)  -1.1144
C (5.2900, -6.2938, -2.9549)  -0.0295
S (-0.6190, 6.4414, -0.0737)  0.6234
C (-4.9323, 0.2774, 1.1766)  -0.3255
F (-3.1278, 7.2473, -0.1460)  0.1700
C (3.4341, -5.1737, -3.4168)  -0.5626
O (-7.4220, -1.4343, -0.2911)  0.1149
F (0.9744, -1.8902, 4.0771)  0.0691
Cu (2.3996, 1.3723, -3.0854)  0.8890
C (5.4097, -4.8862, -2.4759)  -0.3469
O (4.1082, -4.4079, -2.5023)  0.1456
Cu (-1.6739, -2.9513, -4.9838)  0.9002
O (1.4590, 4.6166, -0.4577)  -0.2995
O (0.0328, 0.0344, -1.5092)  0.0919
F (2.3884, 5.0651, 3.1995)  0.1601
O (0.0505, -4.5187, 3.3274)  0.0709
O (1.9994, -3.6550, 3.0037)  0.1281
F (-1.7083, 8.7886, 0.2140)  0.1780
H (5.0842, -6.9622, -2.1188)  0.1530
F (1.8293, 3.1685, 2.0866)  0.1038
O (-6.0451, -0.6013, 1.1842)  0.1920
O (4.0061, -6.3227, -3.5666)  0.1108
H (-4.2770, 1.3939, -0.5142)  0.1343
C (-2.0341, 7.5657, 0.5259)  -0.6761
F (0.2735, 4.5352, 2.7847)  0.1705
O (2.9080, 6.2716, 0.7143)  -0.2710
F (-4.8310, 0.8604, 2.3560)  0.1204
F (-2.2172, 7.4493, 1.8559)  0.1467
O (-0.2222, 7.0149, -1.3711)  -0.1923
O (2.4265, -4.7734, -3.9703)  0.1254
H (5.9513, -4.8165, -1.5326)  0.1767
C (-5.2002, 1.2094, 0.0351)  0.0004
O (-1.2499, 5.1197, 0.0000)  -0.2256
H (-0.1372, -3.6949, 1.5025)  0.1490
N (0.4645, 6.7811, 1.0355)  -0.0706
C (-0.1126, -3.3300, 2.5293)  -0.0705

Molar mass (Da): 785.40
Maximum force (hartree/bohr): 0.1552
<S²>: 2.0320
LUMO (alpha / beta) (eV): -6.1 / -7.2
Spin multiplicity: 3
HOMO (alpha / beta) (eV): -12.084 / -12.084
Gap between HOMO and LUMO (alpha / beta) (eV): 5.95 / 4.87
Calculated total energy (Ha): -6696.7412
Total charge: +1

The following is a DFT calculation (ωB97M-V/def2-TZVPD) of C15H34BaN4O10 as an isolated structure at a distorted geometry.

Each line ends with the Löwdin charge.
Geometry (Å):
H (0.6908, -3.2074, 3.4521)  0.1225
C (1.1653, 1.4068, -2.9289)  -0.0824
H (-3.4437, -0.1552, -2.3591)  0.0839
H (-0.1084, 0.7211, 2.8380)  0.0651
C (0.4960, -1.0941, 3.1302)  -0.4152
N (-2.5630, -0.6414, -2.4935)  -0.0283
H (-1.3834, -0.1992, 3.1914)  0.0837
H (-1.3851, -1.1976, -4.1264)  0.1340
H (1.8410, 1.3083, -2.0812)  0.0808
C (3.4446, -0.0477, -0.1018)  -0.6605
H (-3.6011, 0.0012, 0.1472)  0.0538
H (4.1276, -1.7479, -1.0111)  0.0945
C (-1.9363, -0.3208, -3.7996)  -0.3743
H (1.0704, -3.0354, -2.5202)  0.0560
H (-2.2931, 4.2040, 0.6205)  0.0980
O (-1.3719, -3.1890, -1.1402)  -0.1500
O (-1.0404, 2.0276, 0.2159)  -0.2751
H (-0.9652, -2.6521, 3.1009)  0.1379
O (-1.5524, 6.1660, 2.3111)  0.0310
H (0.8351, 2.4506, -2.8634)  0.1056
N (-0.5461, -0.1818, 2.6127)  -0.0329
C (-0.8911, 5.2132, 1.9347)  -0.3742
O (-3.0749, -0.7141, 0.5289)  -0.1836
O (1.2973, 1.6103, 1.7152)  -0.1772
N (4.3765, -0.8152, -0.7328)  0.1581
C (0.0327, -4.2717, 1.3578)  -0.1185
H (-0.9831, -4.5660, 1.6373)  0.1012
C (-1.3165, 4.1358, 1.0844)  -0.0126
C (0.7016, -0.8908, 4.6471)  -0.0344
C (0.6920, 2.7618, 1.7628)  -0.3748
O (0.0068, 0.6002, -2.8042)  -0.3570
H (4.9169, 1.1934, 0.5368)  0.0943
H (-0.6612, -3.8208, -1.2848)  0.0255
H (5.3595, -0.6299, -0.6948)  0.0958
H (1.6753, 1.2820, -3.8876)  0.0938
H (-2.8469, -1.6119, -2.5910)  0.0608
C (0.0953, -2.5193, 2.8425)  -0.2057
H (-3.4016, 0.8934, -5.1136)  0.0784
C (1.2339, 3.8027, 2.4612)  -0.0113
H (-3.6848, -1.1918, 1.1014)  0.0595
H (1.3758, -0.7404, 2.5882)  0.1233
H (1.6012, -0.2793, 4.7259)  0.0839
H (2.1318, 3.6462, 3.0412)  0.1009
C (0.5571, 5.0653, 2.5363)  -0.3598
C (-1.0686, 0.9508, -3.6903)  -0.1603
H (-0.6003, 1.1072, -4.6671)  0.1297
O (2.2562, -0.3352, 0.0060)  -0.1339
H (-2.1657, -3.6376, -1.4543)  0.0689
N (3.9269, 1.1103, 0.4398)  0.1864
H (0.8983, -1.8221, 5.1843)  0.0689
O (1.0474, -2.1802, -2.0773)  -0.1545
H (1.9216, -1.7988, -2.2313)  0.0451
H (-0.1169, -0.3878, 5.1579)  0.0794
H (3.2029, 1.6096, 0.9696)  0.0958
H (0.2330, -4.5390, 0.3202)  0.0699
O (0.2360, -2.8831, 1.4713)  -0.2767
H (-3.9269, -0.7160, -4.6036)  0.0689
H (0.7613, -4.8460, 1.9391)  0.0982
H (-1.5889, 1.8614, -3.3934)  0.1436
C (-0.5874, 2.9776, 0.9603)  -0.3942
C (-3.0624, -0.1138, -4.8817)  -0.0465
Ba (-0.4883, -0.6246, -0.3146)  2.0231
H (-2.6187, -0.5590, -5.7753)  0.0732
O (1.0665, 6.0571, 3.0530)  0.0206

Molar mass (Da): 567.78
Maximum force (hartree/bohr): 0.0582
LUMO (eV): -1.2
HOMO (eV): -5.401
Gap between HOMO and LUMO (eV): 4.19
Calculated total energy (Ha): -1588.9324

The following is a DFT calculation (ωB97M-V/def2-TZVPD) of a single C35H36N2O4 molecule at a distorted geometry.

Each line ends with the Löwdin charge.
Geometry (Å):
H (2.0234, 1.8185, 2.1885)  0.0862
H (-2.8983, 1.7273, -1.1445)  0.1368
H (-0.2524, 4.4147, 3.0967)  0.0981
C (-1.0067, 3.4937, -3.1230)  -0.1604
H (0.5759, 5.3201, 1.8256)  0.1031
H (-4.1015, 3.5379, -3.2429)  0.0926
C (2.3939, -0.9209, 2.3976)  -0.0349
O (2.4821, 1.9944, -0.8659)  0.1385
C (-0.5417, 1.0573, 1.0119)  -0.3705
H (0.2772, -2.4636, -1.0628)  0.1296
C (4.8882, -0.4354, 1.1786)  -0.0706
C (4.8339, -0.9288, 2.4896)  -0.0929
C (0.6540, -1.9704, -1.9699)  -0.0147
C (2.6206, -3.5618, -1.7965)  -0.1381
C (1.7759, -2.5765, -2.5509)  -0.1403
C (-0.1084, 2.4290, -2.8168)  -0.1118
C (0.4931, 0.8088, -0.1381)  -0.2082
C (2.9858, -1.2726, -6.4457)  -0.1721
H (-1.0795, 4.7075, 1.5788)  0.0968
N (-2.2002, 3.2623, -2.4506)  -0.1019
C (1.6110, -0.8624, -5.9310)  -0.1488
H (2.0975, -4.5281, -1.7743)  0.1206
O (-1.2944, 0.1323, 1.3084)  0.1083
H (2.4634, 3.4798, -4.7793)  0.0960
C (2.4598, -0.4510, 1.0826)  -0.2308
H (4.4587, -2.8883, -6.1488)  0.1204
H (3.7645, -0.5666, -6.1417)  0.1160
H (-3.8885, 4.2362, -1.6378)  0.0927
C (-2.1218, 2.0662, -1.7975)  0.0120
H (2.4493, 3.5775, 2.2012)  0.1244
H (-1.4381, 5.2437, -4.3066)  0.0930
H (4.6546, -2.9062, -2.1205)  0.1162
N (3.2360, -2.7375, -4.4895)  -0.0885
C (1.3798, -1.1761, -4.5006)  -0.1509
C (1.1597, 2.4553, -3.4244)  -0.0373
C (2.1877, -2.1329, -3.8358)  -0.1088
H (1.4011, -1.0073, 2.8538)  0.1213
C (4.0227, -3.7557, -2.3979)  -0.1668
H (1.4865, 0.1989, -6.1600)  0.1155
H (1.3720, 2.8834, 3.4679)  0.1087
H (3.0412, -1.3052, -7.5397)  0.1119
H (2.8024, -3.4344, -6.4483)  0.1298
C (1.3333, -0.4045, 0.1374)  -0.1186
H (5.7592, -1.1804, 3.0025)  0.0961
H (3.4657, -4.8315, -4.1657)  0.1301
C (0.4880, 3.1802, 1.5442)  -0.4971
C (3.9353, -3.8680, -3.9015)  -0.1806
H (3.6890, 0.3465, -0.4556)  0.1087
H (3.5478, -1.5841, 4.1061)  0.1010
H (0.8659, -1.3872, -6.5375)  0.1231
C (-3.3932, 4.0458, -2.5922)  -0.0263
C (-0.6930, 4.5236, -4.0000)  -0.0234
C (0.2552, -0.6835, -2.4035)  -0.1129
C (3.3991, -2.6495, -5.9360)  -0.1682
C (-0.8412, 1.5763, -1.8730)  -0.1339
C (-0.3354, 0.3079, -1.3018)  -0.1256
H (4.5078, -4.6459, -1.9814)  0.1146
C (1.4140, 2.0315, -0.2919)  -0.3687
C (1.4745, 3.4948, -4.3245)  -0.0822
C (0.4418, -0.4403, -3.7713)  0.0030
C (3.5884, -1.1672, 3.0937)  -0.0838
H (-1.1214, -0.2568, -0.6813)  0.1723
O (0.9095, 3.2209, 0.1437)  0.0969
H (0.6431, -1.2332, 0.3429)  0.1353
H (5.8275, -0.2804, 0.6391)  0.1059
H (-0.0229, 0.3730, -4.3341)  0.1225
H (0.8519, 5.2767, -5.3851)  0.1026
C (3.7030, -0.1680, 0.5063)  -0.0427
H (1.8487, -0.5092, -0.8227)  0.1161
H (4.9356, -3.9031, -4.3415)  0.1157
C (1.6610, 2.8306, 2.4083)  0.0367
C (0.5682, 4.5350, -4.6218)  -0.0852
H (1.9153, 1.7342, -3.0708)  0.1152
O (-0.5878, 2.2251, 1.6164)  0.1205
H (2.7298, -3.2714, -0.7398)  0.1148
C (-0.1050, 4.4881, 2.0138)  0.0215
H (-3.1590, 4.9990, -3.0522)  0.0761

Molar mass (Da): 548.68
Maximum force (hartree/bohr): 0.0530
LUMO (eV): 0.7
Structure (SMILES): Cn1cc([C@@H](c2cc3c4c(c2)CCCN4CCC3)C2(Cc3ccccc3)C(=O)OC(C)(C)OC2=O)c2ccccc21
HOMO (eV): -6.913
Gap between HOMO and LUMO (eV): 7.63
Calculated total energy (Ha): -1765.7553

The following is a DFT calculation (ωB97M-V/def2-TZVPD) of an isolated ion of composition C7H14N and charge +1 at a distorted geometry.

Each line ends with the Löwdin charge.
Geometry (Å):
H (0.0671, 2.8392, -2.7259)  0.1634
H (2.7744, -2.3182, 3.0836)  0.0707
C (1.6904, -2.3188, 3.1548)  -0.0903
H (1.3992, -3.3652, 3.0001)  0.0849
H (0.4005, 1.6642, -3.9134)  0.1703
C (-0.7384, 0.8867, -2.3050)  -0.1141
H (-1.9512, -0.4577, 0.8654)  0.1129
C (-0.9619, 1.3533, -0.8662)  -0.1878
C (-0.8622, -0.4356, 0.9022)  -0.0848
C (-0.2695, 0.4464, 0.0944)  -0.1413
H (-1.0844, 2.3229, -3.7712)  0.1709
H (-2.0078, 1.4769, -0.6029)  0.1212
H (1.3364, -2.1057, 4.1620)  0.0826
C (-0.2035, -1.3321, 1.8672)  -0.1143
H (1.7988, -0.9689, 1.4060)  0.0976
N (-0.2695, 2.0182, -3.2316)  0.1947
C (1.1040, -1.4619, 2.0724)  -0.1406
H (-0.5475, 2.3719, -0.7810)  0.1159
H (0.0247, 0.1199, -2.3328)  0.1251
H (-0.9063, -1.7588, 2.5866)  0.1144
H (0.8101, 0.5772, 0.1465)  0.1110
H (-1.6033, 0.4462, -2.8115)  0.1376

Molar mass (Da): 112.20
Maximum force (hartree/bohr): 0.0221
LUMO (eV): -3.7
Structure (SMILES): C/C=C/C=C/CC[NH3+]
Relative energy (zero: lowest compared OMol25 entry of this formula, charge and spin) (kJ/mol): 86.0
HOMO (eV): -11.472
Gap between HOMO and LUMO (eV): 7.73
Calculated total energy (Ha): -329.5748
Total charge: +1

The following is a DFT calculation (ωB97M-V/def2-TZVPD) of a 2-piece molecular cluster, C4H12N2O2 overall at a distorted geometry.

Each line ends with the Löwdin charge.
Geometry (Å):
H (1.2723, 3.4643, 0.4984)  0.0004
H (-1.2410, 1.9477, -2.0284)  0.1119
H (0.1832, 2.9968, 1.4696)  0.0246
H (0.5286, -3.4238, -0.1604)  0.0741
C (0.6695, -0.5283, -0.7603)  -0.0960
H (-1.3451, 0.1345, -2.1739)  0.0983
H (-1.1216, -1.6809, -0.5515)  0.1257
H (1.5604, -0.4891, -0.1247)  0.1252
C (-0.8397, -0.7750, 1.3538)  -0.0388
H (-0.8856, -1.4297, 2.2189)  0.0730
H (1.3325, -2.3949, 0.8406)  0.0775
N (-0.8834, 1.0085, -1.9579)  0.1652
O (0.5901, 1.8663, -0.5074)  0.0237
C (-0.2495, -1.4319, 0.0564)  -0.4549
H (-0.1996, 0.0702, 1.6007)  0.0634
C (0.1692, 0.8657, -1.0630)  -0.5004
N (0.4275, -2.6346, 0.4568)  0.0220
H (0.9568, -0.9928, -1.7079)  0.1250
O (0.8646, 3.6860, 1.3396)  -0.0930
H (-1.7893, -0.2589, 1.2007)  0.0729

Molar mass (Da): 120.15
Maximum force (hartree/bohr): 0.0460
LUMO (eV): 0.6
Structure (SMILES): C[C@H](N)CC(N)=O.O
Relative energy (zero: lowest compared OMol25 entry of this formula, charge and spin) (kJ/mol): 116.4
HOMO (eV): -9.492
Gap between HOMO and LUMO (eV): 10.13
Calculated total energy (Ha): -419.6042